Here is a structure of composition C3H2CaO4 at a distorted geometry from OMol25. Energies are from wB97M-V/def2-TZVPD.

Each line ends with the Löwdin spin population.
Atoms and positions in Å:
C 1.795 -0.736 0.235  0.07
O 2.047 -1.859 0.008  0.03
C -2.394 -2.470 -0.522  0.00
O -3.528 -2.530 -0.209  0.00
Ca 4.561 0.666 0.873  0.77
O -0.645 -1.126 0.348  0.01
O 2.293 0.308 0.510  0.13
H -1.596 -3.310 -0.966  0.00
H -1.047 -2.973 1.181  0.00
C -1.183 -2.248 0.354  0.00

Output
* electronic energy: -1093.6862 Ha
* HOMO (alpha / beta): -10.34 / -12.58 eV
* charge: +1
* strongest force on any atom: 6.639 eV Å⁻¹
* spin multiplicity: 2
* expectation value of S²: 0.75
* lowest unoccupied orbital energy (alpha / beta): -4.838 / -4.979 eV
* orbital gap (alpha / beta): 5.50 / 7.60 eV